No. 1
44
Properties=species:S:1:pos:R:3 method="wB97M-V/def2-TZVPD" multiplicity=1 smiles="CCCc1nc([C@@H]2Cc3ccccc3N2C(=O)CN)[nH]c1C" lumo_ev=0.59 orbital_gap_ha=0.3227
O 3.12327 1.18555 1.69159
N -1.55131 -0.47015 0.51462
C 1.93170 0.92320 1.63857
C -0.71079 0.36284 -0.01843
C -0.88692 -1.23160 -1.49748
C -1.63233 -1.50253 -0.40704
C 2.94078 3.77569 -1.80316
C 1.82177 4.37092 -2.34562
C 2.85193 2.81634 -0.80862
C 0.55985 4.18692 -1.80148
C 1.59524 2.54992 -0.26213
C 0.50490 3.24005 -0.78590
N -0.26252 -0.07055 -1.23595
N 2.16686 -1.03784 3.22009
N 1.15216 1.68629 0.75862
C -0.69160 -2.09679 -2.72030
C 1.29509 0.06501 2.72693
C -2.63636 -4.78646 1.27633
C -2.49737 -2.67677 -0.10083
C -1.85536 -3.48969 1.02499
C -0.77749 2.87907 -0.07768
C -0.29937 1.62316 0.71507
H 3.85926 3.94885 -2.30261
H 1.93282 5.01806 -3.23393
H 3.73817 2.29893 -0.48671
H -0.32802 4.70589 -2.19440
H 0.48554 0.37065 -1.72851
H 3.12753 -0.66106 3.39936
H 2.18410 -1.75145 2.52536
H 0.27366 -2.60146 -2.71712
H -1.43497 -2.88500 -2.85422
H -0.73547 -1.44834 -3.61947
H 0.34281 -0.40856 2.41460
H 1.06328 0.75161 3.56605
H -3.65086 -4.54550 1.55057
H -2.66752 -5.48445 0.39467
H -2.16229 -5.32655 2.06007
H -2.68799 -3.28179 -0.99230
H -3.48760 -2.32928 0.23329
H -0.82157 -3.72529 0.79087
H -1.81306 -2.89022 1.96746
H -1.04691 3.66009 0.59285
H -1.55573 2.67393 -0.79217
H -0.75733 1.60834 1.72413

***

No. 2
45
Properties=species:S:1:pos:R:3 method="wB97M-V/def2-TZVPD" multiplicity=1 smiles=CCOCc1nc2c(N)nc3ccccc3c2n1CC(C)(C)O lumo_ev=0.64 orbital_gap_ha=0.3081
C -4.18375 -2.53822 1.31298
H -3.62177 -3.04688 0.53379
H -4.18408 -3.16346 2.20136
C -3.55016 -1.19160 1.64745
H -2.48281 -1.33267 1.87086
O -3.71106 -0.20844 0.64129
C -3.06663 -0.49403 -0.58614
C -1.59084 -0.68994 -0.46524
N -0.99490 -1.80398 -0.79074
C 0.33044 -1.58821 -0.53885
C 0.52743 -0.29834 -0.03795
N -0.72671 0.26467 0.00550
C -1.12823 1.55976 0.48256
H -2.17512 1.48909 0.78349
H -0.53948 1.81050 1.36813
C -0.95982 2.72597 -0.53473
C -2.31920 3.37673 -0.81955
H -2.75418 3.74383 0.10719
H -3.00212 2.66258 -1.27018
H -2.19994 4.21731 -1.50178
O -0.11692 3.66385 0.12014
H 0.03028 4.41573 -0.46398
C -0.31623 2.26573 -1.84712
H -0.91288 1.48905 -2.31887
H -0.24128 3.10657 -2.53509
H 0.68490 1.88118 -1.66594
C 1.83523 0.13576 0.31208
C 2.20100 1.40953 0.77274
C 3.50600 1.69021 1.09476
C 4.49390 0.71208 0.96601
C 4.17101 -0.53455 0.49815
C 2.84768 -0.85849 0.15122
N 2.63119 -2.11065 -0.32212
C 1.42919 -2.47880 -0.68185
N 1.23897 -3.70606 -1.22828
H 0.29254 -4.03598 -1.29710
H 1.98781 -4.37094 -1.14604
H 4.91922 -1.30181 0.37499
H 5.51587 0.94654 1.22722
H 3.76954 2.67683 1.44694
H 1.46366 2.19039 0.85895
H -3.47958 -1.39492 -1.05470
H -3.29070 0.36506 -1.22621
H -4.03632 -0.75341 2.52286
H -5.20940 -2.39641 0.98056

***

ΔE to the lowest compared entry with this formula, charge and spin for the records above, in order: 36.4 38.7 kJ/mol
HOMO energy for the records above, in order: -8.2 -7.7 eV